[1]
15
Properties=species:S:1:pos:R:3:forces:R:3:lowdin_charge:R:1 method="wB97M-V/def2-TZVPD" lumo_energy_ev="-5.21 / -4.95" gap_ev="8.736 / 9.336" charge=+1 spin_multiplicity=1 homo_ev="-13.9 / -14.3" mol_weight_g_mol=85.13 relative_energy_kj_mol=417.93
C -0.143 1.252 -0.016 -0.1 0.0 -0.1 -0.1158
C 0.786 0.111 -0.496 0.1 -0.2 -0.5 -0.3644
C -1.424 0.509 0.289 1.0 -0.5 -0.4 0.0636
C -0.230 -1.017 -0.753 0.2 1.5 1.0 0.0959
N 1.636 -0.342 0.594 0.1 -0.1 0.2 0.0495
N -1.043 -0.908 0.485 -0.4 -0.2 -0.1 0.0366
H 0.227 1.806 0.853 0.1 -0.1 -0.1 0.1282
H -0.295 1.966 -0.823 -0.1 0.0 0.0 0.1283
H 1.317 0.389 -1.414 -0.1 -0.1 0.1 0.1496
H -2.401 0.746 -0.099 -0.2 -0.2 0.1 0.1295
H -0.703 -1.225 -1.694 -0.3 -0.2 -0.1 0.1279
H 2.212 -1.129 0.309 0.0 0.1 0.0 0.1010
H 2.259 0.397 0.904 -0.1 -0.1 0.0 0.1013
H -0.373 -0.991 1.275 -0.2 0.0 -0.2 0.1756
H -1.822 -1.563 0.585 0.2 0.1 0.0 0.1932


[2]
15
Properties=species:S:1:pos:R:3:forces:R:3:lowdin_charge:R:1 method="wB97M-V/def2-TZVPD" lumo_energy_ev="-6.35 / -6.35" gap_ev="5.942 / 5.943" charge=+1 spin_multiplicity=1 homo_ev="-12.3 / -12.3" mol_weight_g_mol=85.13 relative_energy_kj_mol=538.68
C -2.490 0.484 0.340 0.4 -1.4 -2.5 -0.0023
C 0.779 0.504 -0.066 -1.9 0.9 -0.8 -0.0338
C -1.932 -0.264 -0.830 -1.2 -0.3 4.4 0.1465
C 2.035 0.230 -0.437 -0.9 -1.7 3.2 -0.2466
N -2.189 -0.945 0.280 -0.2 1.3 -2.5 0.1647
N 2.886 -0.593 0.259 -2.1 -0.3 0.9 0.0962
H -1.833 0.988 0.891 2.7 1.9 2.3 0.0595
H -3.426 0.945 0.299 -1.8 0.0 -0.3 0.1184
H 0.345 -0.157 0.676 -0.2 0.4 0.3 0.0398
H 0.199 1.411 -0.477 1.2 -1.6 0.8 0.0914
H -2.012 -0.391 -1.863 0.5 -0.4 -1.5 0.1356
H 2.509 0.801 -1.080 2.1 2.6 -3.6 0.0671
H 2.362 -1.112 0.972 0.7 0.1 -0.3 0.1069
H 3.481 -1.183 -0.265 0.9 -0.4 -0.6 0.0907
H -2.830 -1.707 0.371 0.0 -1.0 0.1 0.1658


[3]
15
Properties=species:S:1:pos:R:3:forces:R:3:lowdin_charge:R:1 method="wB97M-V/def2-TZVPD" smiles=CC#[N+]N(C)C lumo_energy_ev=-4.56 gap_ev=9.413 charge=+1 spin_multiplicity=1 homo_ev=-14.0 mol_weight_g_mol=85.13 relative_energy_kj_mol=410.42
C -2.668 0.741 0.088 2.7 2.2 -1.1 0.0439
C -1.376 0.123 0.049 -1.6 -0.5 -0.4 0.0608
N -0.434 -0.525 -0.088 -2.5 0.2 -0.7 0.1654
N 0.791 -0.512 0.080 3.4 0.0 2.2 -0.2391
C 1.677 -1.281 -0.692 -0.4 -3.8 -1.3 -0.0199
C 1.213 0.696 0.724 0.9 1.0 -0.2 0.0080
H -3.237 0.116 -0.492 -1.8 -1.6 -1.7 0.0884
H -2.525 1.715 -0.487 -0.8 -0.9 1.3 0.1542
H -3.020 0.681 1.066 -0.9 0.8 1.7 0.0913
H 2.659 -1.564 -0.318 -0.2 0.8 0.7 0.1127
H 1.220 -2.284 -0.916 0.1 0.8 0.6 0.1248
H 1.754 -0.902 -1.661 0.6 1.1 -1.6 0.0783
H 0.822 0.800 1.723 -0.2 -0.3 0.5 0.1034
H 2.297 0.627 0.766 0.0 0.6 0.1 0.1084
H 0.828 1.570 0.158 0.6 -0.3 0.0 0.1195


[4]
15
Properties=species:S:1:pos:R:3:forces:R:3:lowdin_spin:R:1 method="wB97M-V/def2-TZVPD" lumo_energy_ev="-5.16 / -6.66" gap_ev="8.005 / 6.786" charge=+1 spin_multiplicity=3 homo_ev="-13.2 / -13.4" mol_weight_g_mol=85.13 relative_energy_kj_mol=302.03
C -0.658 0.303 0.316 2.2 1.4 -1.6 0.7023
C 1.934 -2.040 -0.015 1.2 -2.2 -1.3 0.0934
C 1.167 -1.923 -1.325 -1.3 -0.2 1.4 0.0981
C -1.843 2.347 0.830 -1.7 -1.0 -1.2 0.0430
N 1.678 -0.837 -0.636 -0.5 3.4 0.9 0.7878
N -0.777 1.526 0.202 0.8 2.0 0.1 0.0860
H -1.206 -0.379 0.835 -1.8 -2.0 1.3 0.0516
H 1.488 -2.395 0.911 -0.1 0.4 0.0 0.0220
H 3.003 -2.312 -0.147 -0.7 -0.2 0.3 0.0333
H 1.456 -2.032 -2.307 1.6 -0.9 -1.9 0.0241
H 0.080 -1.877 -1.402 -0.3 -0.3 0.7 0.0358
H -2.820 2.081 0.309 1.3 0.9 0.5 -0.0022
H -1.523 3.378 0.779 -0.4 0.1 0.0 0.0044
H -1.937 1.983 1.818 -0.1 0.1 1.2 -0.0010
H -0.042 2.175 -0.167 -0.3 -1.4 -0.3 0.0216


[5]
16
Properties=species:S:1:pos:R:3:forces:R:3:lowdin_charge:R:1 method="wB97M-V/def2-TZVPD" lumo_energy_ev=-3.04 gap_ev=10.741 charge=+1 spin_multiplicity=1 homo_ev=-13.8 mol_weight_g_mol=101.13 relative_energy_kj_mol=67.16
C -1.965 -0.237 -0.005 0.4 1.3 -0.4 -0.0074
C -0.535 -0.547 -0.279 1.1 1.1 -2.0 -0.2212
C -0.113 -1.307 -1.344 -2.0 -1.0 1.6 -0.0096
N 1.257 -1.400 -1.273 0.9 0.6 -0.2 0.1095
C 1.697 -0.551 -0.341 -1.2 1.7 0.0 -0.0459
N 0.639 0.083 0.205 -0.1 -1.1 0.0 0.1445
H -2.068 0.215 0.961 -0.4 -0.2 0.7 0.0781
H -2.348 0.505 -0.708 0.3 0.3 -0.1 0.0995
H -2.639 -1.048 -0.195 0.0 -0.8 0.5 0.0883
H -0.901 -1.873 -1.889 1.7 0.1 -0.1 0.1617
H 1.920 -1.812 -1.922 -0.5 -0.3 0.1 0.1852
H 2.694 -0.182 -0.146 0.1 -0.6 -0.2 0.1642
H 0.760 1.010 0.717 -0.4 -1.0 -0.1 0.1219
H 0.641 3.179 1.932 -0.2 -0.3 0.1 0.0895
H 0.171 1.740 2.426 0.1 0.7 0.2 0.0756
O 0.791 2.225 1.861 -0.1 -0.4 -0.1 -0.0339


[6]
16
Properties=species:S:1:pos:R:3:forces:R:3:lowdin_charge:R:1 method="wB97M-V/def2-TZVPD" lumo_energy_ev=-6.57 gap_ev=6.411 charge=+1 spin_multiplicity=1 homo_ev=-13.0 mol_weight_g_mol=101.13 relative_energy_kj_mol=802.74
C 0.268 1.732 0.494 -1.5 0.5 2.1 -0.0519
C 0.833 0.832 -0.474 1.6 1.4 1.7 0.0735
C -2.429 -0.453 -0.163 1.4 3.1 -2.2 -0.2698
C 0.815 -0.586 -0.418 -2.3 -2.7 -1.2 -0.2409
N -2.101 0.764 -0.547 -0.3 -3.4 -0.7 0.1506
N -0.002 -1.364 0.515 0.3 -1.3 -2.2 0.0328
O -2.999 0.282 0.689 -1.5 0.3 2.6 0.0465
H 0.700 2.665 0.898 1.2 -0.4 -0.9 0.1268
H -0.280 1.369 1.432 0.6 -0.4 -1.8 0.1324
H 1.589 1.276 -1.160 -1.0 -0.4 -0.1 0.1694
H -2.325 -1.502 -0.343 -0.3 -0.3 -0.1 0.1268
H 1.841 -0.876 -0.319 1.6 0.3 0.0 0.1596
H 0.636 -1.038 -1.446 0.2 0.8 0.6 0.1896
H -0.509 2.233 -0.123 -0.2 -0.2 -0.2 0.1291
H 0.178 -1.063 1.427 0.2 0.0 1.9 0.0677
H 0.119 -2.428 0.381 0.0 2.5 0.5 0.1577


[7]
16
Properties=species:S:1:pos:R:3:forces:R:3:lowdin_charge:R:1 method="wB97M-V/def2-TZVPD" lumo_energy_ev=-4.97 gap_ev=9.929 charge=+1 spin_multiplicity=1 homo_ev=-14.9 mol_weight_g_mol=101.13 relative_energy_kj_mol=935.51
C 0.584 1.422 -1.156 -0.7 -1.1 -0.7 -0.0401
C 1.291 0.226 -0.434 -3.9 2.0 -2.4 -0.0388
C -0.746 0.867 -0.510 2.6 -1.4 -4.9 -0.0113
C -0.279 -1.173 0.993 3.2 -1.3 3.4 -0.3474
N -1.426 -1.519 1.676 -0.8 -0.1 0.0 0.1338
N -0.034 -0.469 -0.303 -0.4 -2.0 2.1 0.0056
O -0.571 -0.381 2.114 1.4 -0.7 -1.2 -0.0134
H 0.895 2.404 -0.766 -0.2 -0.4 -0.8 0.1276
H 0.485 1.257 -2.320 0.7 0.8 2.4 0.1641
H 1.950 -0.273 -0.970 3.0 -2.6 -2.5 0.0904
H 1.664 0.449 0.456 1.4 1.0 4.0 0.0979
H -0.851 1.288 0.378 -1.3 1.6 4.0 0.0822
H -1.519 0.785 -1.225 -1.3 0.1 0.0 0.1280
H 0.886 -2.602 1.606 -1.9 3.0 -1.8 0.3068
H -2.208 -0.983 1.365 -1.3 0.1 -0.7 0.1116
H -0.122 -1.299 -0.906 -0.3 1.0 -0.9 0.2030


[8]
16
Properties=species:S:1:pos:R:3:forces:R:3:lowdin_charge:R:1 method="wB97M-V/def2-TZVPD" lumo_energy_ev=-3.95 gap_ev=11.300 charge=+1 spin_multiplicity=1 homo_ev=-15.2 mol_weight_g_mol=101.13 relative_energy_kj_mol=441.38
C -1.621 -2.104 1.290 -2.4 -4.1 1.1 0.0572
C -1.486 1.100 -0.288 0.7 -0.7 2.1 -0.0316
C 2.189 0.016 -0.677 -0.2 -0.1 -2.2 0.0451
C -0.165 0.685 -0.795 0.9 -0.9 1.2 -0.0457
N -0.863 -1.286 1.130 0.9 1.0 0.0 0.0797
N 0.914 0.474 -0.100 -0.6 -1.3 -0.4 -0.2001
O 0.966 0.538 1.219 -1.2 0.0 3.2 -0.0022
H -2.240 -3.043 1.532 1.1 2.1 -0.6 0.1409
H 0.220 -0.051 1.734 1.8 1.3 -2.6 0.1561
H -2.182 0.514 -0.876 -0.5 0.4 -0.1 0.0945
H -1.457 2.162 -0.521 -0.9 0.3 0.1 0.1114
H -1.660 0.850 0.833 0.4 1.0 -2.1 0.1075
H 1.789 -0.315 -1.662 1.4 0.4 0.2 0.1091
H 2.794 -0.804 -0.275 -1.3 -0.2 0.9 0.1155
H 2.945 0.804 -0.694 -0.6 0.4 -0.4 0.1124
H -0.143 0.461 -1.849 0.6 0.2 -0.2 0.1502